[1]
Here is C45H35BrN3O3PS3Y as an isolated structure from OMol25. Energies are from the ωB97M-V functional and the def2-TZVPD basis.

As for the spin multiplicity: 1. For the HOMO energy, the calculation gives -0.3905 Ha. For the HOMO-LUMO gap, the calculation gives 8.364 eV. The max |F| comes out at 0.015 Eh/bohr. As for the total charge: +1. For the lowest unoccupied orbital energy, the calculation gives -2.3 eV. The value obtained for the total energy is -6273.98343 Eh.

Positions of all 92 atoms, in Å:
Y -0.48 -0.96 -1.06
C 2.37 -2.75 -2.09
O 1.67 -2.16 -0.98
C 2.37 -2.08 0.22
C 3.74 -2.24 0.35
C 4.30 -2.06 1.61
Br 6.17 -2.24 1.81
C 3.53 -1.70 2.71
C 2.16 -1.53 2.56
C 1.59 -1.76 1.32
O 0.25 -1.65 1.07
C 1.31 -1.06 3.67
N 1.28 -1.54 4.87
C 0.35 -0.76 5.54
C -0.09 -0.83 6.87
C -1.03 0.09 7.28
C -1.54 1.06 6.40
C -1.13 1.14 5.08
C -0.18 0.21 4.67
N 0.43 -0.02 3.46
H 2.78 -3.71 -1.80
H 3.15 -2.08 -2.45
H 1.62 -2.90 -2.87
H 4.37 -2.46 -0.50
H 3.98 -1.54 3.68
H -0.33 -1.60 1.85
H 0.32 -1.57 7.53
H -1.39 0.06 8.30
H -2.27 1.76 6.77
H -1.52 1.89 4.42
H 0.38 0.56 2.63
O -2.24 -1.47 -1.96
C -3.19 -1.82 -0.98
C -3.03 -0.89 0.23
C -3.08 0.48 0.20
C -3.03 1.07 1.49
C -2.91 0.14 2.48
S -2.92 -1.46 1.87
C -2.94 -3.25 -0.54
C -1.76 -3.96 -0.60
C -1.85 -5.24 -0.01
C -3.10 -5.49 0.48
S -4.16 -4.19 0.21
C -4.58 -1.67 -1.56
C -5.74 -1.31 -0.94
C -6.86 -1.39 -1.80
C -6.52 -1.82 -3.05
S -4.84 -2.12 -3.20
H -3.18 1.03 -0.72
H -3.06 2.14 1.66
H -2.83 0.32 3.54
H -0.86 -3.63 -1.11
H -1.04 -5.95 0.03
H -3.45 -6.39 0.96
H -5.78 -0.99 0.09
H -7.86 -1.14 -1.51
H -7.17 -1.94 -3.89
N -0.22 1.09 -0.73
P 0.87 1.89 -1.50
C 0.76 3.69 -1.41
C -0.40 4.24 -0.87
C -0.54 5.61 -0.77
C 0.48 6.44 -1.21
C 1.64 5.90 -1.74
C 1.79 4.53 -1.84
C 2.58 1.53 -0.98
C 3.64 1.36 -1.87
C 4.91 1.08 -1.40
C 5.15 0.99 -0.04
C 4.10 1.16 0.86
C 2.83 1.42 0.39
C 0.83 1.46 -3.27
C 1.07 0.14 -3.65
C 0.96 -0.28 -4.96
C 0.60 0.64 -5.94
C 0.35 1.96 -5.59
C 0.47 2.37 -4.27
H -1.18 3.57 -0.54
H -1.45 6.03 -0.35
H 0.37 7.52 -1.13
H 2.44 6.55 -2.07
H 2.70 4.12 -2.24
H 3.47 1.45 -2.93
H 5.73 0.96 -2.10
H 6.14 0.78 0.33
H 4.28 1.10 1.92
H 2.01 1.57 1.09
H 1.42 -0.61 -2.93
H 1.16 -1.31 -5.23
H 0.51 0.33 -6.97
H 0.06 2.67 -6.34
H 0.28 3.40 -4.01

---

[2]
Here is C3H7O2P as an isolated structure in a non-equilibrium geometry from OMol25. Energies are from the ωB97M-V functional and the def2-TZVPD basis.

As for the spin multiplicity: 1. For the HOMO energy (spin up / spin down), the calculation gives -0.3348 / -0.3348 Ha. For the HOMO-LUMO gap (spin up / spin down), the calculation gives 8.499 / 8.500 eV. The relative energy (zero: lowest compared OMol25 entry of this formula, charge and spin) comes out at 40.2 kcal per mole. The max |F| comes out at 0.062 Eh/bohr. As for the total charge: 0. For the lowest unoccupied orbital energy (spin up / spin down), the calculation gives -0.6 / -0.6 eV. The value obtained for the total energy is -610.29402 Eh.

Positions of all 13 atoms, in Å:
C -0.36 0.64 -0.37
C 0.63 -0.28 -0.56
C 0.42 -1.80 -0.54
O -0.10 1.97 -0.33
O -2.67 2.90 -0.86
P -1.29 3.22 -0.35
H -1.35 0.34 0.01
H 1.28 -0.44 2.89
H 1.64 0.17 -0.75
H -0.16 -2.09 0.38
H 1.43 -2.20 -0.54
H -0.10 -2.19 -1.40
H 0.63 -0.23 2.42

---

[3]
Here is C29H41F5OP2Pr as an isolated structure in a non-equilibrium geometry from OMol25. Energies are from the ωB97M-V functional and the def2-TZVPD basis.

As for the spin multiplicity: 3. For the HOMO energy (spin up / spin down), the calculation gives -0.3361 / -0.3368 Ha. For the HOMO-LUMO gap (spin up / spin down), the calculation gives 4.889 / 4.916 eV. The relative energy (zero: lowest compared OMol25 entry of this formula, charge and spin) comes out at 0.0 kcal per mole. The max |F| comes out at 0.158 Eh/bohr. As for the total charge: +1. For the lowest unoccupied orbital energy (spin up / spin down), the calculation gives -4.3 / -4.2 eV. The value obtained for the total energy is -2903.45643 Eh.

Positions of all 79 atoms, in Å:
Pr 0.31 0.83 0.33
C -0.51 3.76 -0.35
C -1.52 3.25 0.52
C 0.34 3.79 1.78
C 0.63 4.10 0.43
C -0.98 3.26 1.84
C -0.66 4.02 -1.80
H -1.31 3.28 -2.28
H 0.31 3.97 -2.31
H -1.08 5.01 -2.02
C 1.88 4.74 -0.04
H 1.91 4.79 -1.14
H 2.75 4.17 0.32
H 1.97 5.77 0.36
C 1.24 4.06 2.93
H 1.38 5.14 3.08
H 2.23 3.63 2.74
H 0.84 3.64 3.86
C -1.72 2.91 3.08
H -2.27 3.77 3.50
H -1.03 2.56 3.86
H -2.44 2.11 2.90
C -2.92 2.92 0.15
H -3.59 3.79 0.31
H -3.30 2.09 0.77
H -2.99 2.64 -0.91
C -0.23 -3.36 -2.23
C -1.17 -2.69 -2.93
C -2.59 -3.18 -3.12
C -3.22 -3.77 -1.85
C -2.71 -3.15 -0.58
C -1.78 -3.72 0.22
C -0.79 -4.77 -0.20
C -0.43 -4.75 -1.69
H -2.61 -3.94 -3.92
H -3.12 -4.86 -1.85
H -3.22 -2.37 -3.50
H -1.18 -5.31 -2.28
H 0.81 -3.01 -2.18
H -0.88 -2.04 -3.77
H 0.51 -5.31 -1.83
H 0.14 -4.69 0.38
H -1.95 -3.75 1.30
H -1.19 -5.78 0.05
H -4.31 -3.58 -1.90
H -3.34 -2.35 -0.22
P -0.18 -0.21 -2.08
C 1.15 -0.65 -3.23
C -1.89 0.03 -2.64
P -0.95 -1.19 1.55
C -0.25 -1.34 -0.53
C -2.73 -1.28 1.87
C 0.05 -2.39 2.43
H 2.07 -0.90 -2.67
H 1.34 0.25 -3.84
H 0.86 -1.48 -3.88
H -2.50 -0.85 -2.39
H -1.84 0.18 -3.73
H -2.34 0.92 -2.16
H -0.22 -3.41 2.12
H -0.15 -2.24 3.50
H 1.13 -2.22 2.24
H 0.64 -1.96 -0.42
H -1.14 -1.89 -0.79
H -2.90 -0.72 2.80
H -3.04 -2.32 1.99
H -3.30 -0.80 1.06
F 7.55 -0.15 2.25
C 6.30 0.20 1.92
C 5.36 -0.76 1.51
F 5.75 -2.06 1.45
C 4.08 -0.38 1.19
F 3.19 -1.34 0.79
C 3.66 0.96 1.25
O 2.43 1.25 0.93
C 4.62 1.91 1.65
F 4.28 3.23 1.72
C 5.91 1.54 1.98
F 6.80 2.48 2.36

---

[4]
Here is C4H7N3O2 as an isolated structure in a non-equilibrium geometry from OMol25. Energies are from the ωB97M-V functional and the def2-TZVPD basis.

As for the spin multiplicity: 1. For the HOMO energy, the calculation gives -0.3246 Ha. For the HOMO-LUMO gap, the calculation gives 7.368 eV. The relative energy (zero: lowest compared OMol25 entry of this formula, charge and spin) comes out at 239.6 kcal per mole. The max |F| comes out at 0.132 Eh/bohr. As for the total charge: 0. For the lowest unoccupied orbital energy, the calculation gives -1.5 eV. The value obtained for the total energy is -471.02120 Eh.

Positions of all 16 atoms, in Å:
C 2.62 0.42 0.29
C -0.59 -0.63 0.08
C -2.08 -0.64 0.11
C 0.27 0.40 -0.06
H 2.31 1.37 -0.04
H 4.04 0.00 -0.04
H 2.57 0.72 1.68
H -2.47 -1.45 -0.59
H -2.52 -1.25 1.01
H -3.62 0.47 -1.03
H -0.73 1.75 -0.74
N 1.41 -0.19 -0.30
N 1.31 -1.55 -0.17
N -0.03 -1.75 -0.15
O -2.71 0.62 0.23
O 0.21 1.69 -0.28

---

[5]
Here is C4H5ClO3S as an isolated structure in a non-equilibrium geometry from OMol25. Energies are from the ωB97M-V functional and the def2-TZVPD basis.

As for the spin multiplicity: 1. For the HOMO energy, the calculation gives -0.3596 Ha. For the HOMO-LUMO gap, the calculation gives 9.651 eV. The relative energy (zero: lowest compared OMol25 entry of this formula, charge and spin) comes out at 0.0 kcal per mole. The max |F| comes out at 0.093 Eh/bohr. As for the total charge: 0. For the lowest unoccupied orbital energy, the calculation gives -0.1 eV. The value obtained for the total energy is -1239.43798 Eh.

Positions of all 14 atoms, in Å:
C -0.49 -0.52 -0.96
C 0.18 -0.05 -1.97
C 0.30 -0.96 0.20
C 0.37 0.43 0.90
O 3.65 -0.51 1.98
O 3.17 -0.95 -0.33
O 1.51 1.01 0.99
S 3.55 0.01 0.65
Cl -0.36 0.57 -3.48
H -1.49 -0.43 -0.71
H -0.38 -1.53 0.90
H 1.33 -1.28 0.12
H -0.52 0.94 1.32
H 1.21 -0.13 -1.88

---

[6]
Here is one molecule with the formula C2H4N2O2S in a non-equilibrium geometry from OMol25. Energies are from the ωB97M-V functional and the def2-TZVPD basis.

As for the spin multiplicity: 1. For the HOMO energy, the calculation gives -0.3308 Ha. For the HOMO-LUMO gap, the calculation gives 8.975 eV. As for the structure (SMILES): N/C(=N/O)C(=O)S. The relative energy (zero: lowest compared OMol25 entry of this formula, charge and spin) comes out at 44.9 kcal per mole. The max |F| comes out at 0.035 Eh/bohr. As for the total charge: 0. For the lowest unoccupied orbital energy, the calculation gives 0.0 eV. The value obtained for the total energy is -736.73341 Eh.

Positions of all 11 atoms, in Å:
C -0.02 0.05 -0.60
C -0.36 0.37 0.86
H -1.38 1.49 -0.94
H -0.59 0.95 -2.35
H 2.07 -1.99 -0.67
H -0.43 -0.14 3.12
N -0.90 0.76 -1.42
N 0.87 -0.72 -1.13
O 1.55 -1.40 -0.13
O -1.14 1.28 1.12
S 0.33 -0.65 2.14